A cluster of 3 separate species, C16H20BrF9O9S in total in a non-equilibrium geometry, computed with ωB97M-V with the def2-TZVPD basis set.

```
56
Properties=species:S:1:pos:R:3:forces:R:3
O 0.8014 -0.0124 3.8907 -1.75 -1.23 2.24
C 1.2338 0.5726 2.9944 2.10 -0.62 -2.00
O 0.7296 1.7481 2.4832 0.72 0.37 0.31
C 1.8000 2.3583 1.8197 0.58 -4.78 0.39
O 1.8595 3.4563 1.5030 -0.27 3.91 -0.97
C 2.8544 1.2779 1.5716 1.01 0.44 -1.06
C 4.0563 1.5750 0.6723 -0.36 -0.50 0.71
C 3.6902 1.4800 -0.8311 -0.63 0.84 -0.10
C 4.6394 2.3118 -1.7413 0.46 -1.77 1.02
F 5.5812 1.3988 -2.1741 -0.13 0.31 -0.37
F 5.3665 3.2182 -1.0590 -0.53 0.55 -0.32
C 4.0245 2.8760 -3.0500 0.72 -0.98 -0.36
F 3.4144 1.8549 -3.6680 -0.39 -0.10 0.33
F 5.0158 3.2314 -3.8684 0.08 0.54 0.18
S 2.8079 4.2797 -2.9279 -1.92 0.78 -0.75
F 2.5845 4.1715 -4.5213 0.66 0.29 0.59
F 3.9907 5.3272 -3.0951 -0.34 -0.36 0.25
F 2.8587 4.3635 -1.3386 0.59 0.00 -0.40
F 1.5586 3.2717 -2.7752 0.55 0.17 0.22
F 1.7869 5.4993 -2.9228 0.32 -0.40 0.08
C 2.5324 0.1774 2.2324 -0.87 0.83 -0.03
Br 3.4826 -1.4738 2.2416 -0.83 1.01 0.26
H 4.4285 2.5607 0.9906 -0.08 -0.25 -0.48
H 4.8318 0.8214 0.8949 -0.23 0.44 -0.02
H 3.7471 0.4385 -1.1866 -0.01 0.47 0.17
H 2.6454 1.8053 -0.9858 0.44 -0.05 0.07
C -1.6397 1.4692 -3.3284 0.22 -0.21 -0.20
C -2.4371 1.1614 -2.0817 0.10 0.62 -0.08
O -2.7711 -0.2302 -1.9907 0.06 -0.25 0.18
C -1.7595 -1.0301 -1.6522 -0.02 0.16 -0.14
O -0.6252 -0.6843 -1.4257 -0.16 -0.10 0.10
O -2.2090 -2.2882 -1.6170 0.04 0.07 0.02
C -1.1873 -3.2541 -1.3634 0.25 -0.31 -0.01
H -2.1663 1.1267 -4.2212 -0.11 0.11 0.05
H -1.4617 2.5420 -3.4109 -0.05 -0.01 0.01
H -0.6744 0.9631 -3.3140 0.00 0.09 0.09
H -3.3830 1.7013 -2.1096 -0.11 -0.28 0.04
H -1.9090 1.4813 -1.1814 0.06 -0.18 -0.02
H -0.6352 -3.0122 -0.4556 0.05 0.09 -0.11
H -0.5121 -3.3142 -2.2169 0.07 0.09 0.10
H -1.6656 -4.2220 -1.2296 -0.21 0.14 -0.10
C -1.9875 -2.3221 2.1300 0.01 -0.03 0.34
C -3.1608 -2.9797 1.4315 0.29 0.45 -0.19
O -3.6959 -4.0669 2.1989 -0.17 -0.11 0.04
C -4.4299 -3.7200 3.2597 0.18 0.02 0.00
O -4.6833 -2.5961 3.6120 -0.04 -0.19 -0.07
O -4.8209 -4.8404 3.8778 0.00 0.09 -0.11
C -5.5351 -4.6130 5.0934 -0.17 -0.04 0.27
H -1.2254 -3.0654 2.3746 0.04 0.01 -0.14
H -1.5442 -1.5518 1.4953 -0.01 -0.04 -0.05
H -2.2881 -1.8560 3.0682 -0.07 0.06 -0.09
H -2.8179 -3.4046 0.4909 -0.28 -0.26 0.20
H -3.9445 -2.2583 1.1947 -0.04 -0.06 0.17
H -6.3854 -3.9516 4.9331 0.12 0.08 -0.01
H -4.8661 -4.1970 5.8469 -0.07 0.11 -0.05
H -5.9010 -5.5759 5.4421 0.13 -0.07 -0.19
```
Forces are in eV/Å.

Structure (SMILES) ... O=C1OC(=O)C(CCC(F)(F)C(F)(F)S(F)(F)(F)(F)F)=C1Br.CCOC(=O)OC.CCOC(=O)OC
E_LUMO ... -0.65 eV
Energy above the lowest of the compared OMol25 structures with the same formula, charge and spin ... 0.560 eV
DFT total energy ... -5169.79952 Eh
Gap between HOMO and LUMO ... 10.071 eV
Maximum force ... 4.83 eV/Å
E_HOMO ... -10.7 eV
Total charge ... 0